1.
{
  "formula": "C25H30B2BrF4N6O10ReS2",
  "method": "ωB97M-V/def2-TZVPD",
  "spin_multiplicity": 2,
  "homo_energy_ha": [-0.42589, -0.42595],
  "total_charge": 1,
  "e_above_lowest_ev": 0.000,
  "orbital_gap_ev": [7.61, 6.34],
  "s_squared": 0.768,
  "elements": ["Re", "Br", "S", "S", "F", "F", "F", "F", "O", "O", "O", "O", "O", "O", "O", "O", "O", "O", "N", "N", "N", "N", "N", "N", "C", "C", "C", "C", "C", "C", "C", "C", "C", "C", "C", "C", "C", "C", "C", "C", "C", "C", "C", "C", "C", "C", "C", "C", "C", "B", "B", "H", "H", "H", "H", "H", "H", "H", "H", "H", "H", "H", "H", "H", "H", "H", "H", "H", "H", "H", "H", "H", "H", "H", "H", "H", "H", "H", "H", "H", "H"],
  "coordinates": [[-0.1686, -0.3618, -0.2538], [4.2803, -0.7293, -2.5775], [1.6091, -0.7722, 1.0540], [1.5705, 0.5499, 4.7848], [0.4016, 1.5938, 2.0488], [0.9153, -1.4610, -2.0145], [0.0217, -2.8369, -3.7350], [-1.2901, 2.0689, 3.4945], [-0.7579, -2.9739, -1.5865], [2.7970, 0.5431, 5.5153], [3.1756, 1.8644, 2.7146], [1.2902, -0.6398, 4.0299], [3.4503, 5.0492, -0.4909], [-1.1420, -0.9813, -3.0228], [2.5934, -1.4291, -0.1867], [1.7148, -3.4187, 0.2736], [-1.1972, -0.0676, 2.6169], [-1.7883, 1.8384, 1.2368], [-1.5348, 1.2699, 0.0731], [4.5227, 3.4403, 0.6782], [-1.3557, -0.1730, -1.9808], [1.1605, 1.1685, -1.2572], [-1.0510, -0.8974, 1.5905], [-0.8136, -2.3535, -0.4123], [2.4651, -2.7426, -0.3909], [2.8142, 2.8801, -1.0580], [3.6153, 3.8691, -0.2398], [-3.2726, 2.7486, -0.8109], [3.2940, -4.6944, -1.5435], [-1.7428, -4.3794, 0.5641], [4.8103, -3.3231, -3.3917], [4.5444, 1.6691, 2.4195], [-1.2948, -2.9672, 0.6036], [4.6192, 5.1698, 2.4792], [5.3323, 4.4878, 1.3206], [3.3233, -3.2979, -1.4818], [4.1033, -2.6101, -2.4354], [4.7651, -4.7052, -3.4211], [4.0065, -5.3969, -2.4947], [2.0416, 2.2107, -3.2169], [2.8474, 3.0294, -2.4365], [-2.7899, 1.1575, -3.4272], [4.8618, 2.0509, 0.9818], [-2.2752, 1.6441, -0.9231], [-2.1118, 0.8594, -2.1288], [-1.8181, -2.6749, 3.1064], [1.2142, 1.3030, -2.5981], [-1.3762, -2.1356, 1.7859], [1.9561, 1.9552, -0.5051], [-0.9261, 1.3913, 2.3797], [-0.2252, -2.1075, -2.6420], [2.9948, 2.8054, 2.7671], [4.3775, 4.4677, 3.2812], [-1.1077, -4.9749, 1.2240], [-1.6851, -4.7759, -0.4437], [0.5970, 0.6541, -3.1970], [-1.1224, -3.4519, 3.4293], [-4.2068, 2.4569, -1.2902], [-2.8064, -3.1295, 3.0220], [5.3981, -2.7836, -4.1215], [2.6874, -5.2121, -0.8134], [-2.9029, 3.6388, -1.3258], [-2.1026, 0.9812, -4.2536], [-3.6318, 0.4758, -3.5676], [2.0477, 2.2699, -4.2952], [4.3493, 1.3839, 0.2906], [-3.1534, 2.1805, -3.4621], [3.4910, 3.7780, -2.8797], [5.3248, -5.2378, -4.1789], [4.7485, 0.6090, 2.5649], [-1.8475, -1.8887, 3.8500], [-3.4534, 2.9973, 0.2280], [1.8877, 1.8426, 0.5705], [5.5799, 5.2253, 0.5600], [5.9334, 1.9129, 0.8188], [5.1803, 2.2193, 3.1166], [3.7037, 5.6470, 2.1312], [5.2615, 5.9401, 2.9080], [6.2589, 4.0192, 1.6545], [-2.7647, -4.4567, 0.9374], [3.9677, -6.4776, -2.5137]]
}


2.
{
  "formula": "C25H30BaN13S3",
  "method": "ωB97M-V/def2-TZVPD",
  "spin_multiplicity": 1,
  "homo_energy_ha": -0.33579,
  "total_charge": 1,
  "e_above_lowest_ev": 0.517,
  "orbital_gap_ev": 5.57,
  "elements": ["Ba", "S", "S", "S", "N", "N", "N", "N", "N", "N", "N", "N", "N", "N", "N", "N", "N", "C", "C", "C", "C", "C", "C", "C", "C", "C", "C", "C", "C", "C", "C", "C", "C", "C", "C", "C", "C", "C", "C", "C", "C", "C", "H", "H", "H", "H", "H", "H", "H", "H", "H", "H", "H", "H", "H", "H", "H", "H", "H", "H", "H", "H", "H", "H", "H", "H", "H", "H", "H", "H", "H", "H"],
  "coordinates": [[-0.5206, -0.0995, -0.7229], [-3.0322, 0.2953, -2.5620], [-2.1177, 1.5966, 1.6509], [-2.9204, 3.0531, -3.7750], [0.9866, 2.0573, 0.9671], [2.1819, -0.1405, -1.6813], [-0.9776, 2.0440, -2.4035], [1.9655, -1.0800, 0.7563], [-1.9573, -1.9298, 0.6898], [-2.0907, -3.9346, -0.5131], [-1.2592, -4.8037, -2.4443], [-3.5730, -3.5562, 1.2037], [2.9495, -1.5011, 0.1387], [0.3283, 2.8428, 1.9049], [-0.5741, -2.6477, -1.7847], [-1.1611, 3.6225, 3.1742], [-0.0522, 4.3852, 3.4175], [-0.9935, 2.6837, 2.2334], [-1.4894, 4.0202, -3.5666], [-2.1911, 1.7491, -2.8359], [4.3377, -1.1642, -1.7863], [0.0281, 5.8542, -3.7351], [4.5810, -0.5657, -3.0118], [1.1508, -2.6627, 4.5528], [-1.2690, -3.7075, -1.6031], [0.9660, 5.1418, -2.9888], [2.2571, 4.3503, 2.5295], [-1.2063, 5.2967, -4.0315], [-4.4521, -4.5988, 0.6868], [2.1908, -3.2167, 3.8071], [0.4065, -1.6138, 4.0344], [-3.9885, -2.8395, 2.3965], [0.7010, -1.1200, 2.7743], [-0.5584, 3.2979, -2.8072], [2.4906, -2.7231, 2.5538], [-2.5289, -3.0594, 0.4808], [1.7448, -1.6651, 2.0339], [2.4085, 0.4039, -2.8769], [3.6029, 0.2449, -3.5656], [0.8544, 3.8891, 2.6462], [3.1389, -0.8980, -1.1489], [0.6812, 3.8687, -2.5238], [5.0529, -1.8141, -1.3015], [-3.1223, -2.5961, 3.0129], [3.2939, -3.1439, 1.9646], [-2.3753, -4.8915, -0.3987], [-5.4244, -4.5032, 1.1623], [3.7464, 0.7309, -4.5201], [-1.9359, 5.8426, -4.6151], [-2.1288, -5.3012, -2.5577], [1.4170, 3.2998, -1.9633], [-0.7627, -4.6806, -3.3112], [-2.0221, 3.8133, 3.6569], [1.6674, 1.4657, 1.4324], [-4.5288, -1.9166, 2.1616], [2.4669, 4.7085, 1.5204], [1.6051, 1.0077, -3.2893], [-0.4030, -1.1819, 4.6082], [2.7670, -4.0372, 4.2129], [-0.1324, -2.7018, -2.6997], [2.4126, 5.1668, 3.2291], [2.9563, 3.5461, 2.7632], [1.9290, 5.5893, -2.7780], [-4.6423, -3.4815, 2.9803], [-4.6053, -4.4892, -0.3863], [-2.4568, -1.3980, 1.3953], [0.2666, 6.8474, -4.0907], [0.9248, -3.0522, 5.5364], [-4.0791, -5.6049, 0.9025], [0.1093, -0.3106, 2.3565], [5.5152, -0.7290, -3.5318], [1.4498, 2.6458, 0.2836]]
}


3.
{
  "formula": "C25H30Br2EuF2GaN2O3S2",
  "method": "ωB97M-V/def2-TZVPD",
  "spin_multiplicity": 8,
  "homo_energy_ha": [-0.38656, -0.38658],
  "total_charge": 1,
  "orbital_gap_ev": [5.39, 5.48],
  "s_squared": 15.761,
  "elements": ["Eu", "Br", "Br", "Ga", "S", "S", "F", "F", "O", "O", "O", "N", "N", "C", "C", "C", "C", "C", "C", "C", "C", "C", "C", "C", "C", "C", "C", "C", "C", "C", "C", "C", "C", "C", "C", "C", "C", "C", "H", "H", "H", "H", "H", "H", "H", "H", "H", "H", "H", "H", "H", "H", "H", "H", "H", "H", "H", "H", "H", "H", "H", "H", "H", "H", "H", "H", "H", "H"],
  "coordinates": [[-2.0366, -1.4455, -3.2190], [2.8188, 0.7969, -4.3474], [0.5350, -0.7307, -3.2792], [2.4189, -0.8778, -0.4273], [-1.9066, -1.5154, 1.7238], [-3.5906, -1.8775, -0.9273], [2.6326, 3.0456, -1.7344], [2.6780, 2.4105, 1.7839], [0.6718, 1.0748, 1.8565], [4.3645, 1.7271, -0.6785], [4.2642, -1.2336, 0.0073], [1.9490, 1.0031, -0.3228], [-3.9462, 0.3315, 0.7827], [-3.2431, -0.9711, 0.4714], [4.4590, -1.1600, 1.4763], [1.7199, 1.4716, 1.0992], [-1.6645, 2.6131, -1.9487], [3.4922, -0.8406, -3.3454], [0.0259, -2.7841, 0.0464], [6.1037, 2.1639, 2.3311], [-5.4061, 0.1500, 1.1282], [2.2169, -1.4218, -2.4390], [-7.3524, 0.2336, 3.3180], [3.0578, 1.8971, -0.8983], [-6.6074, -0.3168, 0.1153], [-8.5661, -0.2209, 2.2837], [-4.8279, 2.3786, -0.9444], [1.2816, -2.0935, 0.8406], [5.6724, 0.7088, 2.9942], [3.9726, -1.9068, -4.5129], [-3.7103, 1.3852, -0.2750], [-4.3602, 3.4626, -2.1283], [5.9247, -0.4962, 1.8834], [-2.1265, 1.5500, -0.7893], [-2.7844, 3.5782, -2.6640], [-5.8217, 0.4184, 2.7193], [-1.1668, -3.1445, 1.1549], [-8.1574, -0.4696, 0.7007], [6.4894, 2.0799, 1.2196], [6.3565, 0.5431, 3.9520], [-2.4530, 4.3254, -3.5325], [-9.0468, -0.7769, -0.0333], [2.3198, -2.6036, -2.4504], [3.0108, -2.2282, -5.0998], [6.4450, -0.0826, 0.9075], [4.5673, -2.8294, -4.0907], [-0.3750, -2.0751, -0.8137], [-6.3312, -0.5073, -1.0140], [-1.9941, -3.8350, 0.6476], [-0.7110, -3.7152, 2.0733], [-4.9829, 0.7258, 3.5066], [4.4166, -0.5585, -2.6742], [-1.2785, 0.8762, -0.3037], [-9.6366, -0.3492, 2.7394], [4.3643, -2.2525, 1.9479], [-5.9563, 2.3317, -0.5983], [-5.1335, 4.1870, -2.6654], [-7.5510, 0.4122, 4.4731], [-0.5217, 2.6442, -2.2422], [6.9784, 2.6563, 2.9497], [4.5505, 0.7131, 3.3693], [3.5397, -0.5355, 1.8936], [0.9966, -1.5187, 1.8198], [5.1864, 2.9277, 2.3440], [2.0066, -2.9785, 1.1739], [4.6974, -1.3513, -5.2807], [6.6619, -1.2968, 2.3411], [0.3997, -3.8228, -0.3953]]
}